Molecular formula: C19H19IIrN2O2
Method: DFT, the ωB97M-V functional and the def2-TZVPD basis

The geometry in XYZ format:
```
44
Properties=species:S:1:pos:R:3:mulliken_spin:R:1
C 1.58636 0.56406 5.26871 0.00
C 0.13470 0.67238 5.71684 0.00
H 1.95175 -0.45770 5.38913 0.00
H 2.21980 1.21486 5.87682 0.00
H 1.71463 0.83690 4.21722 0.00
H -0.53905 0.15571 5.03187 0.00
H 0.01112 0.22740 6.70751 0.00
H -0.17993 1.71613 5.78550 0.00
C 2.00336 -1.63136 -1.70313 0.04
C 2.39523 -2.49259 -2.69999 -0.01
C 1.44556 -3.07063 -3.55641 0.04
C 0.10306 -2.76613 -3.37305 0.00
H 2.65253 -1.13685 -0.99267 0.01
H 3.46210 -2.69195 -2.79153 0.00
H 1.75360 -3.74345 -4.33847 0.00
H -0.70102 -3.16141 -3.99169 0.00
N 0.69032 -1.31661 -1.53933 0.11
C -0.25431 -1.90468 -2.33870 0.07
C -1.57850 -1.49998 -2.02349 -0.02
N -1.64107 -0.59057 -1.01030 0.06
C -2.85934 -0.16094 -0.60705 0.03
C -3.96264 -1.44720 -2.35395 0.02
C -4.01596 -0.56357 -1.26588 0.00
H -2.84439 0.53635 0.22007 0.00
H -4.98033 -0.16020 -0.94906 0.00
C -2.71418 -1.91248 -2.72986 0.01
H -2.56187 -2.58142 -3.57426 0.00
H -4.85601 -1.75232 -2.88767 0.00
Ir 0.21480 0.08428 -0.20272 2.85
I 2.06345 0.42841 1.49562 0.53
O -1.45151 2.03489 -2.33983 0.05
C -0.40791 2.46211 -1.86381 0.05
O 0.38844 1.81582 -1.03434 0.18
C 0.15860 3.82833 -2.08182 0.07
C 1.44381 4.14289 -1.60569 0.16
C 1.93996 5.43493 -1.75813 0.28
C 1.14179 6.41066 -2.37267 0.06
C -0.13260 6.08712 -2.86061 0.19
C -0.61321 4.79573 -2.71159 0.21
H 2.03412 3.34457 -1.14399 0.01
H 2.93628 5.68319 -1.38008 0.00
H 1.50839 7.43525 -2.47510 0.01
H -0.76851 6.84173 -3.34964 0.01
H -1.58511 4.45462 -3.09211 0.00
```

Total energy: -1396.722072 hartree
E_HOMO (alpha / beta): -0.5069 / -0.5477 Eh
HOMO-LUMO gap (alpha / beta): 7.195 / 3.980 eV
Charge: +2
Multiplicity: 6
Expectation value of S²: 8.78
F_max: 0.0702 Eh/bohr

=====

Molecular formula: C16H27BO13
Method: DFT, the ωB97M-V functional and the def2-TZVPD basis

The geometry in XYZ format:
```
57
Properties=species:S:1:pos:R:3:lowdin_charge:R:1
C 5.23148 -3.67956 0.13716 -0.07
C 6.10059 -2.41117 0.20857 -0.26
O 5.62606 -1.36344 -0.62320 -0.14
C 4.90879 -0.35245 0.04729 -0.18
C 3.66247 -0.82630 0.79083 -0.16
O 2.78502 0.29923 0.78324 -0.12
C 1.56549 0.12302 1.43914 -0.13
C 0.42138 -0.08393 0.43588 -0.20
O 0.78310 0.24689 -0.90477 0.06
C -0.41719 0.34981 -1.55095 -0.57
O -0.61198 0.03828 -2.69260 0.18
O -1.33792 0.87143 -0.71866 0.09
C -0.84236 0.79066 0.63326 -0.09
B -1.81991 -0.00037 1.59940 -0.56
O -3.03673 -0.43596 1.11844 0.18
O -1.42666 -0.22899 2.90790 0.18
H 5.79126 -4.52645 -0.25306 0.07
H 4.82083 -3.93356 1.11677 0.07
H 4.38310 -3.48050 -0.51966 0.07
H 7.10713 -2.64873 -0.14478 0.11
H 6.20305 -2.05972 1.23995 0.11
H 5.55329 0.21719 0.72546 0.14
H 4.55566 0.33913 -0.71645 0.11
H 3.19597 -1.66584 0.26399 0.13
H 3.88439 -1.10272 1.82862 0.13
H 1.35398 1.00136 2.05620 0.14
H 1.59695 -0.73997 2.11472 0.13
H 0.10116 -1.13849 0.42787 0.17
H -0.54541 1.78719 0.97359 0.17
H -3.08452 -1.39912 1.12368 0.11
H -0.97319 -1.06905 3.04071 0.12
C 0.54639 3.37342 -2.12145 0.01
C 2.02877 3.34455 -2.38504 -0.30
C 2.58079 2.04887 -2.93951 -0.07
O 3.93433 2.07502 -2.46116 0.06
C 3.95252 2.80022 -1.31816 -0.58
O 4.85576 2.82312 -0.54976 0.16
O 2.77500 3.44722 -1.15489 0.09
H 0.28419 4.24455 -1.52246 0.10
H -0.00149 3.42173 -3.06195 0.10
H 0.23283 2.48201 -1.57656 0.06
H 2.32741 4.18622 -3.01689 0.16
H 2.56949 1.98660 -4.02407 0.14
H 2.08073 1.17757 -2.50981 0.12
C -6.64284 0.54650 0.02852 -0.02
C -7.14667 -0.34093 1.13551 -0.33
C -6.54931 -1.72802 1.19795 -0.10
O -7.59531 -2.48113 1.82352 0.06
C -8.77236 -1.87231 1.52830 -0.57
O -9.84252 -2.33434 1.73818 0.17
O -8.54166 -0.66436 0.95995 0.08
H -7.27954 1.42411 -0.07296 0.09
H -5.62622 0.87244 0.24663 0.08
H -6.64417 0.01850 -0.92562 0.09
H -7.04833 0.15664 2.10460 0.16
H -5.63838 -1.78581 1.78769 0.13
H -6.37465 -2.14023 0.20090 0.14
```

Total energy: -1628.919694 hartree
E_HOMO: -0.3606 Eh
HOMO-LUMO gap: 9.259 eV
F_max: 0.0226 Eh/bohr